# 1
Density functional theory data (wB97M-V/def2-TZVPD) for C31H22F5N7O3TeTi as an isolated structure.

Structure (XYZ):
```
70
C31H22F5N7O3TeTi | OMol25 | wB97M-V/def2-TZVPD
Te -0.385 -3.189 1.014
Ti 0.071 -0.015 -0.200
F -1.636 -4.273 -0.015
F -2.127 -2.563 1.884
F 1.084 -2.233 1.941
F -0.321 -4.468 2.430
F 0.922 -4.244 0.153
O -0.206 -1.792 -0.461
O -6.564 -3.982 0.618
O -4.600 -4.968 0.301
N 0.418 0.205 -2.410
N 2.411 0.829 2.265
N 2.107 0.278 -0.071
N 2.797 -0.099 -2.360
N 0.047 0.405 1.977
N -0.077 2.348 -0.316
N -2.084 0.604 -0.345
C 1.572 -0.199 -2.974
C -1.254 -0.019 3.959
C -1.325 2.842 -0.259
C 0.756 4.581 -0.308
C -4.128 -0.361 0.618
C 1.597 -0.672 -4.297
C -5.390 -3.887 0.390
C -3.783 -2.581 -1.012
C 1.056 0.508 4.142
C -0.529 5.087 -0.237
C -3.109 -0.395 -0.329
C -0.685 0.240 -3.183
C 4.359 0.465 -0.626
C -4.716 -2.604 0.015
C -0.724 -0.179 -4.489
C 0.451 -0.678 -5.050
C -0.136 0.199 4.753
C 2.810 0.635 1.064
C -4.937 -1.472 0.784
C -1.595 4.199 -0.217
C -1.113 0.101 2.597
C 5.341 1.118 1.479
C 0.937 3.204 -0.347
C 2.995 0.173 -1.119
C 5.581 0.469 -1.270
C -2.396 1.838 -0.273
C 6.576 1.127 0.842
C -2.974 -1.478 -1.186
C 4.240 0.783 0.713
C 6.694 0.806 -0.511
C 1.140 0.580 2.747
H -1.581 0.615 -2.709
H 0.465 -1.047 -6.067
H -3.435 2.167 -0.254
H 1.967 0.664 4.700
H -0.702 6.154 -0.200
H -0.193 0.107 5.829
H -3.625 -3.456 -1.626
H 1.618 5.233 -0.331
H -2.210 -0.303 4.373
H 7.465 1.379 1.405
H -1.648 -0.129 -5.046
H 7.673 0.815 -0.972
H 1.927 2.771 -0.402
H -4.223 0.485 1.290
H 5.658 0.209 -2.317
H 2.546 -1.010 -4.686
H -2.619 4.546 -0.171
H -5.688 -1.499 1.563
H 5.235 1.351 2.529
H -2.180 -1.502 -1.916
H -3.660 -4.719 0.221
H -1.960 -0.104 1.964
```

Summary:
* strongest force on any atom: 1.09 eV Å⁻¹
* energy above the lowest of the compared OMol25 structures with the same formula, charge and spin: 0.0 kJ/mol
* orbital gap (spin up / spin down): 5.87 / 6.76 eV
* expectation value of S²: 2.01
* charge: 0
* spin multiplicity: 3


# 2
Density functional theory data (wB97M-V/def2-TZVPD) for an isolated molecule of C3H10BN.

Structure (XYZ):
```
15
C3H10BN | OMol25 | wB97M-V/def2-TZVPD
N -0.485 -0.066 0.086
C 2.191 -0.069 0.093
C -0.617 1.408 -0.073
C -1.773 -0.787 0.023
B 0.731 -0.747 0.170
H -1.023 1.504 -1.164
H 2.227 0.955 -0.204
H 0.391 1.933 0.058
H 2.537 -0.452 -0.912
H -2.374 -0.473 -0.906
H 2.859 -0.467 0.940
H -1.268 1.783 0.640
H 0.764 -2.051 0.344
H -1.823 -1.857 -0.099
H -2.336 -0.614 1.004
```

Summary:
* strongest force on any atom: 3.97 eV Å⁻¹
* energy above the lowest of the compared OMol25 structures with the same formula, charge and spin: 112.7 kJ/mol
* orbital gap: 10.37 eV
* charge: 0
* spin multiplicity: 1
* SMILES: CBN(C)C


# 3
Density functional theory data (wB97M-V/def2-TZVPD) for a 5-piece molecular cluster, C33H52BClN3O12PS2 overall.

Structure (XYZ):
```
105
C33H52BClN3O12PS2 | OMol25 | wB97M-V/def2-TZVPD
Cl -1.379 -3.523 -0.262
S -2.149 1.256 2.305
S 0.946 5.253 2.926
P -0.288 3.762 3.179
O -0.775 2.243 -4.915
O 4.346 0.374 3.774
O 2.271 3.300 6.030
O 0.954 -0.188 -1.164
O 3.859 3.235 -1.332
O 0.577 -2.478 -7.025
O -1.743 0.264 -5.284
O 1.615 -1.230 5.245
O -4.095 -3.092 -1.136
O 2.221 -1.400 1.611
O -4.430 3.108 -0.260
O -3.893 -3.964 -3.072
N -4.723 1.159 1.098
N -0.512 -1.315 1.514
N -3.445 -3.126 -2.417
C -5.974 -0.936 -2.126
C 0.392 2.156 2.670
C 2.267 -0.596 -0.775
C 5.678 -0.504 1.059
C 1.769 2.029 2.717
C -1.550 -2.789 3.324
C 0.181 -0.146 1.905
C -2.325 -2.147 0.163
C -0.451 -3.450 -6.848
C -2.649 -0.085 1.271
C 4.941 4.132 -1.563
C -0.356 -2.431 2.506
C -4.458 -0.998 -0.070
C 3.374 2.545 6.526
C -2.493 0.272 -4.052
C -4.560 2.131 0.368
C -3.935 -0.002 0.747
C 2.082 -0.634 6.456
C -1.391 -3.092 4.615
C 4.973 0.851 1.327
C 2.972 -1.077 -2.054
C 0.595 0.502 -5.757
C 2.366 0.824 2.353
C 2.178 -1.755 0.213
C -5.864 -0.895 -0.598
C -0.686 1.107 -5.291
C -0.392 1.061 2.278
C -3.611 -2.061 -0.353
C -5.760 0.464 -2.732
C -3.715 1.199 -4.101
C -1.811 -1.154 0.997
C -5.056 0.435 -4.107
C 1.580 -0.231 1.944
B 3.934 0.671 2.479
H 0.441 -2.170 3.197
H 5.716 1.564 1.695
H -3.668 1.909 -3.281
H 2.383 2.855 3.045
H 5.680 -1.116 1.960
H -0.068 -4.340 -6.341
H -2.546 -2.847 2.901
H -3.642 1.769 -5.023
H 3.898 -0.528 -2.216
H 3.042 -2.398 0.070
H 6.699 -0.362 0.724
H 0.000 -3.310 1.974
H 2.331 -0.918 -2.915
H 1.191 1.264 -6.246
H 3.157 -0.452 6.394
H -5.720 0.860 -4.857
H -5.110 1.002 -2.040
H -4.887 -0.601 -4.393
H 1.879 -1.323 7.273
H 1.561 0.309 6.634
H -5.323 -1.665 -2.584
H -1.476 3.924 2.458
H 0.697 0.604 -0.684
H 5.708 3.673 -2.192
H 3.233 -2.132 -2.024
H 4.398 -0.570 3.953
H -0.572 -2.662 5.176
H -6.335 0.016 -0.245
H 2.149 4.064 6.598
H 5.101 -1.063 0.326
H -2.077 -3.793 5.070
H 3.507 1.689 5.873
H 1.124 0.073 -4.910
H -1.819 0.586 -3.258
H 4.551 1.275 0.419
H 3.470 3.019 -2.183
H 1.801 -0.607 4.532
H 3.173 2.197 7.544
H 2.851 0.229 -0.371
H 0.407 -0.314 -6.448
H -2.799 -0.756 -3.888
H -6.442 -1.716 -0.169
H 1.265 -2.873 -7.567
H -0.620 3.619 4.533
H 5.375 4.374 -0.597
H -0.886 -3.742 -7.806
H -6.992 -1.250 -2.359
H -6.701 1.007 -2.762
H 4.593 5.054 -2.035
H 4.289 3.143 6.526
H -1.224 -2.997 -6.232
H 1.300 -2.359 -0.014
```

Summary:
* strongest force on any atom: 1.39 eV Å⁻¹
* orbital gap: 7.78 eV
* charge: 0
* spin multiplicity: 1


# 4
Density functional theory data (wB97M-V/def2-TZVPD) for a 9-piece molecular cluster, C42H50F4N7O21P overall.

Structure (XYZ):
```
125
C42H50F4N7O21P | OMol25 | wB97M-V/def2-TZVPD
P -2.759 1.078 -2.229
F 2.159 7.225 -3.189
F -4.282 -4.584 2.847
F 3.979 -0.092 1.444
F 2.371 -5.466 -2.572
O 1.031 2.223 -0.552
O 4.367 -8.900 -0.888
O 4.283 -1.894 2.753
O -5.616 -1.733 3.356
O -1.577 0.455 -1.605
O 3.895 -1.960 -0.799
O -2.922 5.730 5.703
O -0.673 2.802 0.546
O 4.903 -3.380 -2.269
O -3.840 -2.768 4.187
O 2.596 7.137 -1.041
O 2.265 -9.082 -0.685
O 6.342 -2.847 3.031
O 2.857 3.371 -3.422
O -3.651 -0.583 3.592
O 0.399 6.600 -0.816
O 1.219 8.282 0.443
O 2.689 -3.342 -2.052
O 5.942 -0.672 3.815
O -1.364 6.281 7.111
O 3.688 3.006 -5.417
N -3.854 -0.063 -2.690
N -3.429 2.218 -1.236
N -2.561 2.028 -3.590
N 3.311 -8.467 -0.548
N -1.988 5.456 6.433
N 0.158 1.960 0.234
N 2.921 2.756 -4.518
C -1.652 1.828 5.659
C 4.794 0.172 3.649
C 4.568 -5.140 0.487
C 0.866 5.683 -1.800
C 2.186 -6.648 0.624
C 0.077 -0.395 -5.144
C -0.256 3.736 7.109
C 1.668 1.251 -5.976
C 0.690 -0.447 0.296
C 0.476 -0.038 -3.831
C 0.719 -1.612 0.980
C 2.917 -4.314 -3.029
C -3.788 -1.443 -2.213
C -2.212 3.068 5.823
C 1.404 0.909 -3.564
C -0.378 0.571 2.228
C -2.743 1.611 -4.941
C 4.458 -4.406 -3.112
C -6.047 -3.086 3.586
C 2.252 6.334 -2.121
C 0.132 0.678 0.943
C 3.421 -4.591 1.058
C 0.673 0.363 -6.228
C -1.503 4.047 6.485
C -0.405 1.541 6.152
C -3.551 1.810 0.160
C 1.394 7.401 -0.385
C -4.346 -1.589 3.651
C 5.597 -1.910 3.216
C 0.218 -1.770 2.254
C -5.201 0.306 -3.115
C 2.243 -5.319 1.069
C 3.833 -2.798 -1.634
C -1.832 3.265 -3.442
C 3.340 -7.140 0.097
C -4.477 3.158 -1.585
C 4.539 -6.437 -0.001
C 1.998 1.532 -4.669
C -4.760 -3.860 3.935
C 3.806 -0.569 2.736
C 0.293 2.464 6.954
C -0.340 -0.684 2.863
H -3.172 2.663 0.746
H -5.534 -0.228 -3.967
H 2.744 -0.517 2.924
H 1.739 1.165 -2.532
H 3.416 -3.537 1.331
H -3.130 3.291 5.313
H -3.104 0.604 -4.996
H 0.285 5.741 -2.661
H -1.643 3.373 -2.383
H 4.879 -4.383 -4.103
H -2.473 4.146 -3.793
H 0.368 4.430 7.674
H -5.849 -0.020 -2.327
H 1.252 2.247 7.369
H 4.865 -5.349 -2.744
H -0.775 -0.831 3.824
H -4.206 -2.158 -2.929
H -2.866 0.959 0.441
H -4.605 1.561 0.415
H -4.476 3.211 -2.691
H -0.640 -1.191 -5.255
H 1.098 -0.299 -0.708
H 1.331 -7.282 0.658
H -4.799 -4.455 4.858
H 5.048 1.140 3.222
H 0.239 -2.736 2.765
H -4.338 4.091 -1.062
H 2.449 -3.976 -3.941
H 5.375 -6.963 -0.471
H 0.372 0.142 -7.273
H 3.071 5.696 -2.331
H -4.392 -1.575 -1.275
H -1.754 1.686 -5.475
H 1.280 -2.462 0.549
H 2.251 1.763 -6.718
H -0.931 3.266 -4.062
H 1.282 -4.847 1.375
H -2.762 -1.683 -1.939
H 0.003 -0.435 -2.926
H -5.318 1.366 -3.306
H -3.398 2.312 -5.433
H 5.479 -4.520 0.434
H 0.865 4.685 -1.390
H -6.532 -3.511 2.738
H -0.007 0.528 5.921
H -5.472 2.747 -1.303
H -0.801 1.451 2.714
H -6.751 -3.102 4.403
H 4.386 0.351 4.627
H -2.281 1.141 5.089
```

Summary:
* strongest force on any atom: 3.47 eV Å⁻¹
* orbital gap: 8.38 eV
* charge: 0
* spin multiplicity: 1
* SMILES: CN(C)P(=O)(N(C)C)N(C)C.O=[N+]([O-])c1ccccc1.O=[N+]([O-])c1ccccc1.O=[N+]([O-])c1ccccc1.O=[N+]([O-])c1ccccc1.O=C1OC[C@@H](F)O1.O=C1OC[C@@H](F)O1.O=C1OC[C@@H](F)O1.O=C1OC[C@@H](F)O1


# 5
Density functional theory data (wB97M-V/def2-TZVPD) for an isolated ion of composition C7H12N and charge +1.

Structure (XYZ):
```
20
C7H12N | OMol25 | wB97M-V/def2-TZVPD
N 0.963 1.406 0.628
C -1.444 0.093 -0.468
C 2.425 -1.101 0.251
C -1.934 -1.205 -0.050
C 0.740 0.518 -0.535
C -2.030 0.013 0.862
C -0.506 0.829 -1.335
C 1.445 -0.706 -0.579
H -1.414 0.025 1.756
H -0.711 1.898 -1.400
H -2.832 -1.577 -0.525
H -1.246 -1.997 0.214
H 1.613 0.917 1.267
H 1.387 2.298 0.333
H 2.785 -0.536 1.098
H -0.459 0.409 -2.337
H 2.939 -2.028 0.080
H -2.995 0.472 1.027
H 0.083 1.613 1.127
H 1.189 -1.341 -1.414
```

Summary:
* strongest force on any atom: 1.79 eV Å⁻¹
* energy above the lowest of the compared OMol25 structures with the same formula, charge and spin: 416.9 kJ/mol
* orbital gap (spin up / spin down): 8.32 / 7.09 eV
* charge: +1
* spin multiplicity: 1


# 6
Density functional theory data (wB97M-V/def2-TZVPD) for an isolated molecule of C3H4OS.

Structure (XYZ):
```
9
C3H4OS | OMol25 | wB97M-V/def2-TZVPD
S -2.186 1.342 -1.182
O 0.236 1.204 -0.184
C -0.165 -0.786 -0.038
C -0.835 0.563 -0.684
C 0.824 0.194 0.536
H 2.028 -0.162 0.251
H 0.280 -1.625 -0.693
H 0.904 0.473 1.611
H -1.086 -1.203 0.383
```

Summary:
* strongest force on any atom: 4.60 eV Å⁻¹
* energy above the lowest of the compared OMol25 structures with the same formula, charge and spin: 225.3 kJ/mol
* orbital gap: 9.44 eV
* charge: 0
* spin multiplicity: 1
* SMILES: S=C1CCO1


charge of number 2 (C3H10BN)?
0


spin multiplicity of number 3 (C33H52BClN3O12PS2)?
1


Which formula does entry 5 have?
C7H12N


strongest force on any atom of number 6 (C3H4OS)?
4.60 eV Å⁻¹